Record 1
{"formula": "C6H79N12O38S6", "method": "the ωB97M-V functional and the def2-TZVPD basis", "symbols": ["N", "H", "H", "H", "H", "N", "H", "H", "H", "H", "N", "H", "H", "H", "H", "N", "H", "H", "H", "H", "N", "H", "H", "H", "H", "N", "H", "H", "H", "H", "N", "H", "H", "H", "H", "N", "H", "H", "H", "H", "N", "H", "H", "H", "H", "N", "H", "H", "H", "H", "C", "C", "N", "C", "C", "N", "C", "C", "H", "H", "H", "H", "H", "H", "H", "H", "H", "H", "H", "S", "O", "O", "O", "O", "S", "O", "O", "O", "O", "S", "O", "O", "O", "O", "S", "O", "O", "O", "O", "S", "O", "O", "O", "O", "S", "O", "O", "O", "O", "O", "H", "H", "O", "H", "H", "O", "H", "H", "O", "H", "H", "O", "H", "H", "O", "H", "H", "O", "H", "H", "O", "H", "H", "O", "H", "H", "O", "H", "H", "O", "H", "H", "O", "H", "H", "O", "H", "H", "O", "H", "H"], "positions_angstrom": [[-8.67905, -14.16399, 16.91507], [-9.37530, -13.64206, 16.40231], [-8.92601, -15.14278, 16.88205], [-8.40579, -14.01387, 17.87574], [-7.76414, -14.25289, 16.49658], [-13.00765, -8.91836, 16.97915], [-13.99440, -9.13045, 17.01718], [-12.88156, -8.03537, 16.50532], [-12.52546, -9.65940, 16.49084], [-12.64002, -8.73787, 17.90239], [-14.21761, -13.03837, 17.35648], [-13.54489, -13.03745, 16.60312], [-14.93799, -12.53224, 16.86153], [-13.93906, -12.49456, 18.16071], [-14.32781, -14.01944, 17.56970], [-6.66616, -10.21115, 18.74811], [-5.82244, -10.24778, 19.30210], [-7.32847, -10.92668, 19.01166], [-6.40687, -10.24153, 17.77243], [-7.09868, -9.32337, 18.95997], [-14.15899, -12.09481, 13.49145], [-14.83945, -11.45995, 13.88390], [-14.09049, -12.06658, 12.48417], [-14.40413, -13.07343, 13.53959], [-13.24639, -12.03190, 13.91959], [-12.47647, -10.33854, 23.04117], [-12.40830, -11.15950, 22.45681], [-11.98183, -9.65394, 22.48731], [-12.12961, -10.31838, 23.98953], [-13.41068, -9.96140, 22.96962], [-10.73916, -9.40274, 13.50136], [-9.92301, -9.25904, 14.07873], [-11.05226, -10.35183, 13.64732], [-10.45766, -9.18789, 12.55548], [-11.47055, -8.80652, 13.86147], [-12.87017, -5.21369, 18.61535], [-12.76844, -5.64307, 19.52386], [-12.55611, -5.91608, 17.96105], [-12.27448, -4.44084, 18.35466], [-13.87023, -5.10637, 18.52342], [-9.64833, -6.61506, 17.55180], [-9.92365, -6.61947, 18.52354], [-9.19696, -7.48219, 17.29796], [-9.03256, -5.83349, 17.37839], [-10.45216, -6.44435, 16.96459], [-10.35599, -10.32585, 18.34064], [-9.74448, -10.81879, 18.97559], [-10.90159, -9.66029, 18.86927], [-10.90729, -10.88146, 17.70231], [-9.84287, -9.75385, 17.68519], [-10.89662, -3.60925, 26.33494], [-9.88906, -3.59434, 25.15560], [-9.73910, -5.00242, 24.76202], [-10.20645, -5.66761, 23.61882], [-9.85823, -7.01887, 23.74139], [-9.21715, -7.15959, 24.94905], [-9.15776, -5.97345, 25.57518], [-8.64694, -8.38574, 25.39331], [-10.64841, -4.18672, 27.22546], [-11.86478, -3.86357, 25.90357], [-11.10268, -2.58705, 26.65234], [-8.92234, -3.27890, 25.54808], [-10.23977, -3.03760, 24.28661], [-10.67274, -5.03811, 22.87539], [-9.83963, -7.86362, 23.06875], [-8.83541, -5.87869, 26.60158], [-9.36411, -8.78955, 26.10795], [-7.68330, -8.20495, 25.86956], [-8.52582, -9.14309, 24.61882], [-7.86349, -8.90965, 15.76503], [-9.02589, -9.00584, 16.66136], [-8.25479, -9.57929, 14.52544], [-7.69842, -7.55559, 15.31232], [-6.61312, -9.48555, 16.26641], [-8.58303, -12.98004, 20.44788], [-9.81989, -13.41998, 20.97140], [-7.53743, -13.12721, 21.45342], [-8.11456, -13.83173, 19.37639], [-8.60034, -11.63887, 19.91015], [-16.10020, -10.19945, 15.83374], [-17.45462, -9.78441, 15.64209], [-15.44339, -9.40201, 16.84817], [-16.07328, -11.60616, 16.20360], [-15.46209, -10.06117, 14.49553], [-11.55002, -12.15911, 15.26463], [-10.25816, -12.76180, 15.56224], [-12.62762, -13.08856, 15.46569], [-11.73215, -11.07413, 16.20171], [-11.72351, -11.67117, 13.91447], [-11.53635, -7.60868, 20.41045], [-11.87947, -8.47755, 19.28098], [-12.51916, -6.56139, 20.63108], [-11.38168, -8.48307, 21.53980], [-10.26464, -6.97324, 20.04962], [-11.81862, -6.44078, 15.11137], [-12.39213, -7.66027, 14.55369], [-10.37711, -6.33336, 14.90450], [-12.44731, -5.24864, 14.52989], [-12.01341, -6.47635, 16.53356], [-7.91422, -12.15122, 14.47702], [-8.78853, -12.48743, 14.67395], [-7.95030, -11.22787, 14.72673], [-9.29330, -4.72389, 20.67200], [-9.32179, -4.32662, 19.80160], [-9.84425, -5.50315, 20.59828], [-6.83356, -8.18115, 22.49161], [-6.99409, -9.12475, 22.50080], [-6.10971, -8.05486, 23.10506], [-9.50479, -10.17177, 22.09038], [-10.13429, -9.52262, 21.77643], [-9.26405, -10.66996, 21.30930], [-8.41305, -16.32888, 19.81233], [-8.95916, -16.25135, 20.59462], [-8.26289, -15.42544, 19.53397], [-6.09758, -13.49095, 16.29863], [-6.35801, -12.74718, 15.75529], [-5.39721, -13.91612, 15.80371], [-10.51348, -14.30889, 23.28107], [-10.18336, -13.94331, 22.46034], [-10.07789, -13.79834, 23.96358], [-13.99936, -11.70663, 19.62965], [-14.71493, -11.37963, 20.17486], [-13.37121, -12.07267, 20.25229], [-5.64736, -14.15542, 18.74490], [-5.67966, -13.53022, 18.02080], [-6.50125, -14.07477, 19.16987], [-8.06517, -8.26226, 20.16156], [-8.87642, -7.75564, 20.19944], [-7.63141, -8.08348, 20.99591], [-15.09724, -7.27081, 20.99637], [-15.44567, -7.17553, 20.10994], [-14.16149, -7.09018, 20.90711], [-8.35291, -12.04851, 23.71584], [-8.05870, -12.55911, 22.96155], [-8.70473, -11.24264, 23.33763], [-12.16303, -12.53138, 21.65287], [-11.23365, -12.75158, 21.58966], [-12.60563, -13.37700, 21.72545], [-11.43619, -14.40175, 18.87709], [-10.92190, -14.21112, 19.66155], [-12.11390, -15.00809, 19.17591]], "forces_ev_per_angstrom": [[1.51, -3.30, -0.45], [-0.70, 1.16, -0.23], [-0.87, -0.43, 0.27], [-0.81, 1.04, 1.14], [0.64, 1.03, -1.03], [1.00, 0.91, 0.40], [-1.65, -0.50, -0.23], [-0.01, 0.03, -0.64], [0.25, -0.24, -0.28], [-0.07, -0.45, -0.13], [0.46, -1.19, 0.86], [1.74, 0.13, -0.54], [-2.56, 0.81, -0.39], [0.06, 0.08, 0.24], [-0.67, 0.10, 0.18], [1.04, 0.14, 0.92], [0.11, -0.41, 0.32], [-0.28, -0.69, 0.40], [-0.21, 0.44, -1.69], [-0.53, 0.72, -0.06], [-0.51, -2.90, -2.14], [-1.49, 1.91, 0.97], [0.29, 1.26, -0.31], [-0.53, -0.30, 1.09], [0.57, 0.58, -0.26], [-0.91, 1.76, 0.32], [0.26, -2.15, 0.07], [0.87, 1.09, -0.51], [0.03, -0.68, 0.02], [-0.63, -0.11, 0.41], [0.74, 0.54, -0.62], [1.20, 0.14, 0.50], [-0.02, -0.71, -0.49], [-0.21, 0.03, -0.09], [-0.93, 1.42, 0.16], [-0.77, 0.78, -0.53], [0.84, 0.15, 1.24], [0.07, -1.15, -1.93], [-0.46, 0.64, 0.26], [-0.14, 0.70, -0.79], [1.07, 1.95, 0.71], [0.03, -0.17, 0.03], [0.37, -1.08, -0.74], [0.53, -0.08, -0.31], [-0.92, -0.33, -0.85], [-0.23, -0.24, 0.97], [0.25, -0.59, -0.16], [-0.70, -0.04, 0.16], [-0.72, -0.82, -0.28], [1.39, 0.53, -0.92], [-0.81, 1.52, -1.08], [-0.39, -1.18, 1.67], [0.97, -3.53, 0.46], [0.85, -0.30, 1.12], [0.14, 1.76, -0.04], [-0.37, 2.24, -1.12], [-0.95, 0.69, -1.44], [0.03, -1.19, 1.25], [0.19, -0.18, -0.41], [-0.05, -0.68, 0.30], [0.41, 0.17, 0.21], [0.03, 0.31, -0.58], [0.20, 0.07, 0.25], [0.04, -0.55, -0.35], [-0.39, 0.36, -0.15], [0.17, 0.34, -0.23], [0.34, -0.31, 0.28], [-0.13, -0.07, 0.00], [-0.07, 0.47, -0.31], [0.63, 1.88, -4.38], [-0.25, -0.23, 2.09], [-0.40, -2.45, -0.68], [0.88, 2.08, 1.73], [0.42, -0.89, 1.32], [6.17, -1.02, 0.77], [-4.16, -0.61, 0.58], [-0.15, 0.79, 1.07], [-0.79, -0.89, -1.87], [-1.11, 2.37, 0.04], [-1.63, 0.79, -3.03], [-2.17, 0.70, 0.60], [0.60, 0.92, 1.72], [0.74, -2.86, 0.92], [1.57, -0.41, -0.17], [0.58, 0.06, 1.80], [0.26, -0.38, -0.98], [-1.04, -2.71, -0.39], [0.05, 1.30, 0.96], [1.13, -0.36, -1.77], [-0.13, -1.24, -3.53], [-0.74, 1.23, 1.13], [-0.51, 0.09, 1.87], [0.16, -0.35, 2.84], [0.09, 0.59, 1.49], [1.21, 3.08, -6.37], [-0.59, -1.05, -0.13], [0.62, -0.70, 0.10], [-0.66, -0.21, 0.64], [-1.37, 0.06, 5.56], [1.28, -1.69, -0.13], [-0.39, 0.02, 0.02], [-0.20, 1.43, -0.33], [0.41, 1.34, 0.64], [0.14, 0.17, -0.16], [-0.17, -0.73, -0.23], [0.03, 0.18, 0.66], [-0.21, -0.64, -0.04], [0.33, 0.15, 0.00], [0.04, 0.02, 1.28], [-0.19, 0.53, -0.40], [0.63, -0.46, -0.84], [-0.21, -1.49, -0.05], [-0.07, 0.02, 0.20], [0.14, 0.47, 0.15], [0.44, -0.14, -0.12], [-0.74, 0.69, -0.82], [0.24, -0.19, -0.05], [-0.84, -0.55, 0.88], [0.66, -0.12, -0.25], [0.32, 0.18, 0.14], [-0.05, 0.33, 0.50], [-0.44, 0.26, -0.23], [0.68, -0.10, 0.20], [1.21, -0.32, 0.43], [-0.01, -0.03, -0.29], [-0.11, 0.01, 0.35], [0.69, -0.62, -0.40], [-0.50, 0.27, -0.27], [0.33, 0.23, 0.03], [-0.62, -0.10, 0.41], [-0.27, -0.24, -0.28], [0.48, 0.11, -0.02], [-0.37, 0.48, 1.89], [0.65, -0.59, -0.99], [-0.25, 0.11, -0.27], [-1.46, 0.51, -0.13], [1.14, -0.12, -0.45], [-0.07, -0.33, 0.34], [-0.46, 0.06, -0.49], [0.49, 0.16, 0.40], [-0.10, -0.28, -0.05]], "charge": -1, "multiplicity": 1}



Record 2
{"formula": "C6H7B", "method": "the ωB97M-V functional and the def2-TZVPD basis", "symbols": ["B", "C", "C", "C", "C", "C", "C", "H", "H", "H", "H", "H", "H", "H"], "positions_angstrom": [[-0.13364, -0.82032, 0.78379], [-0.43816, -3.39525, 0.88918], [-0.83432, -2.29793, 0.41952], [-1.46738, -1.36438, -0.47084], [-0.49879, -0.35081, -0.57527], [0.50227, -0.06453, 2.09216], [-0.47406, 0.66554, -1.60264], [-2.49289, -1.34334, -0.84816], [-0.05405, -0.66590, 2.87659], [0.19718, 1.04323, 2.14472], [1.61623, -0.11469, 2.24530], [-0.72573, 0.29281, -2.58631], [0.46697, 1.38893, -1.59726], [-1.28861, 1.37851, -1.31352]], "forces_ev_per_angstrom": [[1.91, 0.68, 0.62], [0.40, -0.89, 0.53], [-0.40, 0.88, 0.54], [0.88, 1.86, -0.16], [-1.23, -2.24, -0.68], [-1.66, -0.45, 0.01], [0.79, 3.75, 0.51], [0.23, -0.39, 0.03], [1.03, 1.08, -0.09], [0.35, -1.71, -0.11], [-1.21, -0.31, -0.34], [0.28, -0.06, -0.19], [-1.72, -1.91, -0.19], [0.35, -0.29, -0.48]], "e_above_lowest_kj_mol": 205.4, "multiplicity": 1}



Record 3
{"formula": "C6H7B", "method": "the ωB97M-V functional and the def2-TZVPD basis", "symbols": ["B", "C", "C", "C", "C", "C", "C", "H", "H", "H", "H", "H", "H", "H"], "positions_angstrom": [[0.70325, 1.03605, 0.36316], [0.13548, 3.85708, 0.26157], [-0.12259, 2.47388, 0.26668], [-1.04225, 1.41641, -0.02282], [-0.61685, 0.30347, 0.64961], [1.94245, 0.59543, -0.49920], [-1.25155, -1.05512, 0.80190], [-1.82680, 1.53930, -0.77116], [2.79141, 1.05942, -0.03037], [1.82856, 1.23947, -1.35444], [1.92529, -0.45590, -0.64065], [-0.60572, -1.86429, 0.50451], [-2.20456, -0.99248, 0.37217], [-1.46967, -1.21828, 1.94803]], "forces_ev_per_angstrom": [[-0.84, -0.02, -0.33], [-1.14, -6.18, 0.12], [2.51, 5.80, 0.05], [-1.37, -0.37, -0.04], [0.59, -0.05, -0.05], [-1.14, 1.91, 1.40], [0.79, 1.30, 3.19], [-0.06, -0.24, 0.15], [0.92, -0.55, 0.33], [-0.07, -0.32, -1.00], [0.59, -0.75, -0.41], [0.00, -0.26, -0.38], [-1.32, -0.57, -1.01], [0.56, 0.31, -2.03]], "e_above_lowest_kj_mol": 223.2, "multiplicity": 1}



Record 4
{"formula": "C6H7BN2OSTe4Ti", "method": "the ωB97M-V functional and the def2-TZVPD basis", "symbols": ["Ti", "O", "N", "C", "C", "C", "C", "C", "S", "H", "H", "H", "H", "Te", "Te", "Te", "Te", "B", "C", "N", "H", "H", "H"], "positions_angstrom": [[1.48464, 0.28022, 0.31506], [0.04369, 1.50259, 0.99555], [-1.25838, 1.36825, 0.79277], [-2.04522, 2.31258, 1.34821], [-3.40176, 2.27888, 1.20684], [-3.95811, 1.22461, 0.46082], [-3.14690, 0.27772, -0.09407], [-1.73608, 0.31785, 0.05649], [-0.66966, -0.79941, -0.58789], [-1.48678, 3.05944, 1.89104], [-4.01119, 3.04585, 1.66056], [-5.03126, 1.16338, 0.32604], [-3.54203, -0.54490, -0.67272], [1.48674, 1.71886, -2.22360], [3.21995, 2.30704, -0.26065], [2.97282, 0.40848, 2.60004], [1.05892, -1.47307, 2.60699], [3.51492, -3.50533, -2.00684], [2.98553, -2.23572, -1.21557], [2.61326, -1.30897, -0.63625], [4.55812, -3.85303, -1.48715], [2.66596, -4.37156, -1.91133], [3.68279, -3.17377, -3.16434]], "forces_ev_per_angstrom": [[0.62, 0.35, 0.28], [0.22, -0.20, -0.12], [0.12, 0.00, 0.01], [0.06, -0.06, -0.03], [-0.03, -0.05, -0.04], [-0.04, 0.03, 0.01], [0.04, -0.02, -0.01], [-0.07, 0.12, 0.07], [0.06, -0.11, -0.07], [-0.03, 0.01, 0.01], [0.01, 0.01, 0.01], [0.00, -0.01, -0.01], [-0.03, 0.01, 0.01], [-0.12, -0.15, 0.05], [-0.16, -0.09, -0.05], [-0.16, -0.07, -0.08], [-0.10, -0.01, -0.17], [-0.04, 0.07, 0.05], [0.13, 0.00, 0.01], [-0.50, 0.22, 0.10], [0.01, -0.01, 0.00], [0.00, -0.02, -0.01], [0.01, -0.01, -0.02]], "charge": -2, "multiplicity": 1}



Record 5
{"formula": "C6H7Br", "method": "the ωB97M-V functional and the def2-TZVPD basis", "symbols": ["C", "C", "C", "Br", "C", "C", "C", "H", "H", "H", "H", "H", "H", "H"], "positions_angstrom": [[-0.07253, 2.28665, 0.33830], [-0.29323, 1.07150, -0.10512], [-1.27563, 0.18754, -0.77359], [-2.95679, -0.21342, 0.07565], [0.11633, -0.31191, -0.09263], [1.18819, -1.24882, -0.48963], [0.51847, -1.37115, 0.85892], [0.82388, 2.52100, 0.88604], [-0.76795, 3.08990, 0.16674], [-1.34154, 0.13026, -1.84827], [2.19984, -0.87269, -0.54277], [0.96038, -1.99590, -1.23569], [-0.16015, -2.19654, 1.01735], [1.06074, -1.07641, 1.74470]], "forces_ev_per_angstrom": [[0.06, 0.13, -0.05], [-0.08, -0.26, -0.05], [1.83, -0.81, 1.25], [0.30, 0.08, -0.10], [-2.17, 0.55, -0.99], [0.20, 0.06, -0.18], [-0.15, 0.03, 0.11], [0.19, 0.01, 0.13], [-0.20, 0.10, -0.07], [0.02, 0.07, -0.06], [0.07, 0.06, 0.09], [-0.09, -0.05, -0.02], [-0.10, -0.05, -0.08], [0.12, 0.09, 0.01]], "e_above_lowest_kj_mol": 157.2, "multiplicity": 1, "smiles": "C=C1[C@H](Br)C12CC2"}



Record 6
{"formula": "C6H7BrCl2O2", "method": "the ωB97M-V functional and the def2-TZVPD basis", "symbols": ["C", "C", "C", "C", "C", "C", "O", "O", "Cl", "Cl", "Br", "H", "H", "H", "H", "H", "H", "H"], "positions_angstrom": [[0.54974, 2.39704, -0.35314], [-0.36553, 0.78429, 0.73831], [0.51315, 2.67939, 0.94314], [0.09734, -2.47134, 2.04637], [0.90517, 4.01249, 1.59497], [-0.66798, -1.35225, 1.54072], [-0.01198, 1.88996, 1.83680], [0.27952, -0.37018, 0.88771], [-1.96007, 1.09192, 0.33049], [0.50803, 5.25859, 0.43546], [0.84840, 2.94533, -2.11861], [0.72722, -2.25792, 2.81957], [-0.61258, -3.28728, 2.37055], [0.71479, -2.72185, 1.26773], [2.06032, 4.18831, 1.69370], [0.24139, 4.11538, 2.46485], [-1.27274, -0.85582, 2.26962], [-1.28808, -1.58528, 0.67309]], "forces_ev_per_angstrom": [[-1.13, -3.70, 1.69], [4.12, 3.80, -1.49], [2.04, 4.54, -0.61], [-2.50, -1.65, 0.22], [1.53, -0.38, -0.55], [-0.38, 1.27, -1.69], [-0.72, -3.75, -0.97], [-2.29, 0.71, 1.05], [-1.87, -1.10, -0.02], [-0.48, 1.36, -0.51], [-0.18, -0.46, 1.33], [1.42, 0.89, 2.40], [0.91, 0.65, -0.56], [1.45, -1.55, -1.95], [-2.34, -0.89, 0.67], [0.91, 0.28, 0.05], [-0.21, 0.52, 0.52], [-0.27, -0.54, 0.42]], "e_above_lowest_kj_mol": 443.8, "multiplicity": 1}



What are the energy values for these records? In order: -6181.57697, -257.47654, -257.46978, -2762.32683, -2806.72366, -3877.49923 Ha.
What are the maximum force values for these records? In order: 7.18, 3.87, 6.32, 0.77, 2.45, 5.80 eV/Å.